1.
This record from the OMol25 dataset describes C40H40N7O3PS3SiYb as an isolated structure. The level of theory is wB97M-V/def2-TZVPD.

Geometry as XYZ:
```
96
Properties=species:S:1:pos:R:3:forces:R:3
Yb -0.3584 -0.1153 -0.1653 0.537 -0.414 1.169
S -0.4867 2.2986 0.9933 -0.240 -0.144 -0.308
S -1.0533 0.5919 -2.9612 0.290 0.361 -1.136
S 1.1042 -0.4334 2.0453 0.093 -0.073 -0.102
P 0.9194 -2.7233 -0.4600 0.874 -0.786 0.434
Si -3.1363 -2.2210 -0.1320 -1.444 -0.364 0.146
O -1.6662 -1.7370 0.1767 0.513 0.650 -0.019
O -1.7379 -0.1442 -3.9822 0.242 0.125 -0.023
O -1.8153 0.8415 -1.7319 -0.302 0.175 0.231
N 3.2646 -4.2656 -0.1739 0.314 -0.152 0.041
N 1.9436 1.1590 -3.3161 -0.050 -0.454 -0.118
N 0.4514 5.8523 -5.2905 0.106 0.236 -0.111
N 0.2519 -0.1715 -2.4250 -1.747 -0.211 -0.296
N 1.3480 -4.9727 1.1464 -0.030 -0.274 0.220
N 1.3813 -5.3745 -1.2518 -0.052 -0.256 -0.135
N 2.0025 0.3381 -1.0799 -0.840 0.058 -0.765
C -4.2658 -2.0631 -4.1391 -0.093 0.068 -0.180
C -0.1919 2.2531 -4.9557 -0.148 0.046 -0.109
C 0.1487 3.4683 -5.5099 -0.055 -0.023 0.050
C 3.1994 0.8731 -0.9225 0.263 0.066 0.119
C -5.7658 -1.0544 0.2271 -0.051 -0.086 -0.073
C 2.7911 -2.9101 -0.4030 -0.287 0.471 -0.166
C -0.9029 2.7108 3.6495 -0.034 0.011 0.024
C 2.7846 -4.7742 1.1041 0.052 -0.137 0.101
C -4.3975 -0.9141 0.4261 0.433 -0.251 -0.280
C -3.4738 -2.6738 -1.9426 0.084 0.141 0.610
C -0.3494 1.8593 2.6959 0.193 -0.074 -0.050
C 3.1417 1.6700 -3.1310 0.211 0.121 0.132
C -4.3216 -4.7972 0.5868 -0.066 -0.048 -0.141
C 0.0952 4.6343 -4.7408 -0.008 -0.256 0.284
C -0.5971 3.3189 -2.8378 -0.100 -0.137 0.051
C 0.6582 -4.1697 -1.6256 -0.286 0.519 -0.158
C -4.4794 -5.9056 1.3999 -0.152 -0.193 0.020
C -0.7904 2.4552 5.0034 -0.062 0.087 0.102
C -0.2648 4.5401 -3.3948 0.025 0.026 -0.096
C -3.0624 -4.8944 3.0412 0.063 -0.054 0.152
C 0.3321 0.7074 3.1358 0.084 0.070 -0.087
C -3.2338 -3.9535 -2.4282 0.089 -0.221 0.064
C 1.4070 0.4725 -2.2966 2.442 0.729 0.003
C -0.1041 1.3300 5.4327 -0.008 0.028 0.174
C -3.9774 -1.7300 -2.8283 -0.152 0.080 0.062
C -6.6615 -0.1503 0.7695 -0.220 -0.096 0.000
C 0.6301 -3.7107 1.1031 -0.238 0.404 0.022
C -3.8408 -5.9628 2.6270 -0.041 -0.092 0.056
C 3.8513 1.5451 -1.9471 -0.169 -0.123 0.107
C 2.8197 -5.1643 -1.2261 0.121 -0.087 -0.008
C -4.8391 1.0673 1.7398 -0.057 0.144 0.145
C 0.4476 0.4729 4.5031 -0.014 0.037 0.004
C -0.5783 2.1838 -3.6285 -0.503 -0.461 0.322
C -4.0499 -3.3512 -4.5974 -0.065 0.082 -0.070
C -6.2002 0.9059 1.5377 0.013 0.106 0.056
C -2.9112 -3.7939 2.2187 0.122 0.145 0.022
C -3.5251 -4.2988 -3.7355 0.085 -0.199 -0.116
C -3.5125 -3.7351 0.9665 0.144 0.388 -0.540
C -3.9520 0.1680 1.1752 0.491 -0.081 0.049
C 0.9519 -5.8454 0.0575 0.033 -0.194 0.097
H 3.1961 -2.5523 -1.3583 0.047 0.065 0.138
H 0.0071 1.1192 6.4867 -0.018 0.000 0.120
H 0.9997 -0.4015 4.8127 0.014 -0.116 0.105
H -2.5531 -4.9249 3.9945 -0.013 -0.005 0.096
H -1.2345 3.1376 5.7171 -0.009 0.016 0.042
H -5.0946 -6.7317 1.0668 -0.048 -0.044 0.022
H -0.8846 3.2453 -1.7978 -0.032 0.049 0.103
H -0.1372 -5.9351 0.0609 0.017 -0.071 0.003
H 0.9577 -3.8710 -2.6359 -0.113 0.003 0.035
H 3.2646 -5.7418 1.2894 0.023 0.060 -0.017
H -0.1653 1.3455 -5.5364 0.023 -0.068 -0.142
H -6.9025 1.5980 1.9835 -0.023 0.042 0.018
H 3.0690 -4.0786 1.8965 0.015 -0.012 -0.014
H -2.3066 -2.9577 2.5380 0.199 0.076 0.103
H -2.8765 0.2867 1.3314 -0.331 0.132 0.132
H -0.4130 -4.3954 -1.6395 0.058 0.060 -0.139
H -4.1409 -0.7173 -2.4884 -0.060 0.117 0.021
H 0.0924 6.6683 -4.8201 0.027 -0.051 -0.106
H -3.3448 -5.3076 -4.0829 0.036 -0.057 -0.017
H 0.4197 5.9070 -6.2965 -0.055 0.063 0.116
H 3.3039 -6.1356 -1.0636 -0.067 0.081 -0.054
H -4.6544 -1.3093 -4.8086 -0.007 0.072 -0.066
H 4.8384 1.9601 -1.8304 0.055 0.036 0.074
H -4.4745 1.8748 2.3598 0.076 0.086 -0.046
H -1.4245 3.5916 3.3046 -0.062 0.092 -0.039
H -7.7255 -0.2846 0.6192 -0.037 0.015 -0.042
H -4.8269 -4.7650 -0.3678 -0.056 -0.055 -0.135
H 1.3960 -6.8334 0.2276 -0.042 0.051 -0.025
H -2.8201 -4.7002 -1.7629 -0.001 -0.136 0.032
H -3.9568 -6.8329 3.2592 0.015 -0.052 0.037
H 3.5490 2.2015 -3.9817 0.144 0.109 -0.053
H -0.4443 -3.9034 1.1913 0.131 0.111 0.039
H 3.1443 -4.7650 -2.1913 -0.028 -0.041 0.005
H -6.1328 -1.8908 -0.3541 -0.101 -0.080 -0.064
H 0.4572 3.5333 -6.5435 0.010 -0.041 -0.128
H -4.2848 -3.6085 -5.6231 0.010 -0.026 -0.002
H 3.6303 0.7585 0.0648 0.028 0.025 0.072
H 3.1668 -2.2661 0.4000 -0.029 0.062 -0.137
H -0.2904 5.4307 -2.7843 0.004 0.103 0.078
H 0.9425 -3.0831 1.9472 -0.201 -0.103 -0.148
```
Forces are in eV/Å.

Results
- Calculated total energy: -139913.06319 eV
- Multiplicity: 2
- Frontier orbital gap (spin up / spin down): 6.411 / 6.420 eV
- Net charge: -1



2.
This record from the OMol25 dataset describes C2H13NO3 as an isolated structure. The level of theory is wB97M-V/def2-TZVPD.

Geometry as XYZ:
```
19
Properties=species:S:1:pos:R:3:forces:R:3
O 0.6444 0.0226 -2.1136 -0.559 -0.643 -1.283
O 1.7505 0.6413 0.1808 0.889 -3.048 4.243
O 1.2858 3.1084 -0.8790 1.558 4.290 -0.028
N -0.4525 -0.5803 0.5048 -0.633 -0.473 -1.189
C -1.7820 0.0505 0.6119 0.784 1.789 1.319
C -0.5572 -1.8869 1.0651 1.319 -3.659 4.018
H 0.6701 0.1504 0.6959 1.232 0.505 -1.576
H 2.4149 0.0641 0.8213 -2.231 2.434 -2.759
H -2.2234 0.1938 1.6321 1.059 -0.567 -0.521
H 0.9455 -0.3577 -2.9946 0.164 1.166 2.283
H 1.4784 2.5109 -0.2126 0.162 -2.657 1.485
H -1.7663 1.0359 0.1945 0.311 0.658 -0.345
H -2.4706 -0.4763 0.0597 -1.661 -1.477 -1.279
H 0.7182 2.8798 -1.5546 -1.725 -1.527 -1.600
H -0.7083 -1.9239 2.2778 0.271 0.649 -2.850
H 0.4390 -2.5026 0.9692 -1.862 1.246 -0.237
H -1.4137 -2.5290 0.7062 0.871 0.852 -0.101
H -0.2497 -0.8096 -0.5278 -0.344 1.251 1.354
H 1.2768 0.4087 -1.4370 0.395 -0.790 -0.935
```
Forces are in eV/Å.

Results
- Calculated total energy: -9915.41709 eV
- Multiplicity: 1
- ΔE to the lowest compared entry with this formula, charge and spin: 64.44 kcal per mole
- Frontier orbital gap: 10.485 eV



3.
This record from the OMol25 dataset describes a 2-piece molecular cluster, C10H16O overall. The level of theory is wB97M-V/def2-TZVPD.

Geometry as XYZ:
```
27
Properties=species:S:1:pos:R:3:forces:R:3
O -3.1263 0.9530 -0.4103 -0.383 -0.908 -0.112
C 2.5236 -0.4776 -2.5661 -0.326 -0.961 -0.783
C 1.2529 -0.8707 2.5315 0.243 0.662 3.293
C -0.0192 -0.5243 1.9155 -2.462 1.228 -0.475
C -1.6234 -0.8255 0.1420 -0.452 1.534 1.650
C -0.5374 -1.2959 0.8923 0.170 0.138 -1.114
C -2.1969 0.4122 0.4550 0.564 0.436 -0.624
C -0.7306 0.7031 2.2665 1.717 -1.683 -1.197
C -1.7138 1.2509 1.4881 0.064 -2.721 -1.098
C 1.1422 0.0830 -3.1748 2.267 -2.081 -0.137
C 3.4587 0.5245 -2.0047 0.082 4.274 0.834
H 2.2943 -1.2020 -1.8219 -0.500 -0.504 0.986
H 0.9711 -0.5624 -4.0706 0.173 1.414 -0.041
H 0.0192 -2.1592 0.4920 -0.359 0.263 0.555
H 3.9237 1.1987 -2.7561 -0.301 -0.636 -0.214
H -2.0229 2.2482 1.5339 -0.667 1.221 0.450
H -3.4211 0.2308 -1.0103 0.236 0.876 0.520
H 2.0606 -0.2474 2.2146 0.633 0.326 -0.574
H 1.1987 -0.6591 3.6468 0.037 -0.186 -1.043
H 1.2037 1.1653 -3.2512 -0.336 -0.138 -0.591
H 2.8313 1.3021 -1.4717 0.483 -0.732 -0.119
H -0.2802 1.2833 3.0197 0.403 0.706 1.000
H 3.0959 -1.1079 -3.2554 -0.369 0.268 -0.582
H -2.1055 -1.2923 -0.6761 0.119 -1.014 -0.779
H 1.5283 -1.8970 2.4937 0.164 -0.876 -0.496
H 4.3108 0.4016 -1.3081 -0.664 -1.247 -0.293
H 0.3298 -0.2530 -2.5705 -0.536 0.339 0.982
```
Forces are in eV/Å.

Results
- Calculated total energy: -12675.64965 eV
- Multiplicity: 1
- ΔE to the lowest compared entry with this formula, charge and spin: 47.86 kcal per mole
- Frontier orbital gap: 9.045 eV



4.
This record from the OMol25 dataset describes C61H51CdN6OP2SSi as an isolated structure. The level of theory is wB97M-V/def2-TZVPD.

Geometry as XYZ:
```
124
Properties=species:S:1:pos:R:3:forces:R:3
Cd -0.9342 -1.8894 0.5526 0.104 0.174 -0.109
S 0.4254 -2.8604 2.5115 -0.044 -0.089 0.086
P -0.0452 1.3709 -1.5634 -0.021 -0.006 0.030
P -1.9272 1.5751 1.7976 -0.003 0.043 -0.058
Si -2.7452 -0.4566 -0.5370 -0.056 -0.007 0.116
O 1.0631 -0.5380 0.8347 0.023 -0.003 -0.079
N -2.3077 -5.8899 -0.8075 -0.050 0.020 -0.069
N -3.8073 -5.1393 1.7429 -0.195 0.018 -0.096
N 2.2723 -0.5126 -1.8678 0.023 0.265 0.003
N -2.8193 -3.1153 1.6155 0.021 -0.003 0.124
N 2.0947 -1.0359 1.4828 -0.043 -0.016 0.081
N -1.2686 -3.9002 -0.6973 0.046 0.027 -0.028
C 1.0017 0.8534 4.5156 0.020 -0.034 -0.020
C 0.5360 0.6255 -3.1285 -0.054 -0.003 -0.054
C -3.0932 5.4671 1.5453 -0.002 -0.002 -0.010
C 3.2894 -0.4284 1.2973 -0.005 0.044 0.010
C 0.4522 -0.0708 5.3976 -0.002 0.012 -0.009
C 4.9053 -4.3149 -0.3342 -0.009 0.007 0.031
C -1.7346 1.9699 -1.9705 -0.006 0.007 0.070
C -1.9551 3.1787 -2.6374 -0.004 0.007 -0.014
C -1.0807 0.9329 3.2864 0.001 -0.044 -0.016
C -0.8509 -0.5011 5.2155 -0.003 0.006 -0.015
C 0.2450 1.3380 3.4630 0.001 -0.033 -0.041
C -0.0580 0.8668 -4.3645 -0.021 -0.014 0.037
C 2.3472 4.6355 -2.5240 0.002 -0.009 0.005
C -3.6129 -3.1671 2.7234 -0.040 -0.027 -0.014
C -4.2117 -4.3798 2.8578 0.066 -0.017 0.053
C 4.3206 -1.9413 2.8065 0.024 -0.002 -0.031
C 1.6862 -0.2039 -3.0596 0.011 -0.102 -0.014
C 0.4563 0.3445 -5.5414 0.033 -0.014 -0.020
C 5.4472 2.1437 -2.3952 0.009 -0.003 0.018
C 0.7072 3.7910 -0.4624 -0.013 0.012 -0.007
C -2.8994 5.9915 2.8178 -0.005 0.013 0.008
C 3.6921 -2.4042 -1.2819 -0.005 0.013 -0.008
C -2.8226 1.2206 -1.4930 0.008 -0.013 -0.058
C 4.4488 1.2422 -2.0863 -0.012 0.009 0.010
C 2.5519 -4.4919 -0.6581 0.002 0.018 0.023
C -3.2379 3.6559 -2.8538 0.011 0.001 -0.001
C 3.7475 -5.0814 -0.2520 0.020 -0.005 0.005
C -0.8029 -4.6009 -1.7755 -0.009 -0.019 -0.023
C 5.9821 -0.5682 -2.4221 -0.025 -0.002 0.022
C -4.1080 1.7252 -1.7311 -0.001 0.006 0.011
C -2.1826 -4.7031 -0.0931 -0.014 -0.032 0.038
C -3.7185 -1.6104 -1.6882 -0.027 0.002 -0.004
C -4.3244 2.9216 -2.3966 0.011 -0.005 0.015
C 1.6106 -0.4335 -5.4729 -0.022 0.012 -0.012
C 6.7353 1.7193 -2.7183 0.005 -0.020 -0.007
C -5.2361 -0.6512 0.9824 -0.009 0.006 -0.014
C -2.4014 5.1784 3.8251 -0.002 -0.015 0.000
C 0.8599 2.9766 -1.5875 -0.013 0.009 0.024
C 3.1074 -2.5578 2.9752 -0.001 -0.014 -0.006
C 3.5947 -1.0548 -1.7480 -0.013 -0.171 0.006
C -3.6112 0.8459 1.9045 0.000 -0.020 -0.014
C 4.8886 -3.0196 -0.8208 -0.032 0.019 0.007
C 2.2187 -0.7027 -4.2654 0.018 0.032 0.016
C -2.8995 -4.3416 1.0420 -0.022 -0.019 -0.002
C 1.6915 3.4124 -2.6149 0.008 0.012 -0.016
C 6.9711 0.3467 -2.7346 0.009 0.019 -0.006
C -6.1079 -0.3584 2.0205 -0.001 0.003 0.003
C 1.9500 -2.1141 2.3099 0.038 0.044 -0.064
C -2.3030 3.3072 2.2980 0.005 -0.014 0.000
C 2.1710 5.4442 -1.4111 -0.001 -0.006 0.004
C -3.9754 -0.0533 0.8895 0.002 0.006 0.000
C -4.4939 1.1551 2.9383 -0.006 0.013 0.010
C -5.7422 0.5552 3.0019 0.009 -0.009 -0.003
C 4.4182 -0.8470 1.9456 0.018 -0.030 -0.004
C -1.3864 -5.8241 -1.8630 0.066 0.004 0.023
C 1.3434 5.0187 -0.3776 0.011 0.002 -0.008
C -2.7890 4.1404 1.2860 0.025 0.027 0.032
C 2.5237 -3.2037 -1.1526 -0.012 0.032 -0.002
C -2.1065 3.8443 3.5675 0.005 0.012 -0.002
C -1.6149 -0.0002 4.1674 0.011 0.001 0.018
C 4.6652 -0.1653 -2.0596 0.030 0.033 0.000
H 5.1974 -2.3180 3.3183 0.002 -0.001 0.002
H -2.2401 5.5811 4.8185 -0.002 0.001 -0.002
H -1.1085 3.7583 -2.9867 0.008 -0.002 0.007
H 0.6940 2.0152 2.7438 0.006 -0.003 -0.008
H -6.4204 0.7920 3.8138 -0.002 0.004 -0.004
H -4.6346 -1.1581 -2.0825 -0.009 -0.024 0.009
H 7.5175 2.4273 -2.9640 0.002 0.001 0.002
H -3.3859 4.5966 -3.3725 -0.003 0.001 0.003
H 2.0339 1.1637 4.6244 0.005 0.004 0.000
H -2.6968 -6.7402 -0.4445 0.038 0.006 0.025
H -4.8960 -4.7623 3.5947 -0.037 0.010 -0.028
H 3.4643 1.6183 -1.8386 0.026 -0.007 -0.013
H -3.7404 -2.3020 3.3576 -0.001 -0.018 -0.004
H -1.2723 -1.2529 5.8715 0.001 -0.004 -0.006
H 3.0013 4.9517 -3.3283 -0.001 -0.002 0.001
H 3.1111 -1.3129 -4.2072 -0.004 -0.001 -0.006
H 1.7532 -0.2737 -1.0253 -0.005 -0.104 0.032
H 3.7698 -6.0913 0.1395 -0.002 0.003 0.005
H 1.6164 -5.0338 -0.5734 0.011 -0.014 0.010
H 1.8362 2.7851 -3.4869 0.004 0.008 0.006
H 5.8486 -4.7268 0.0145 0.001 0.005 -0.003
H -3.1283 7.0313 3.0201 0.006 0.000 -0.003
H 6.2088 -1.6210 -2.5084 0.004 0.011 -0.022
H -2.9195 3.7427 0.2847 -0.012 -0.028 -0.042
H 2.0385 -0.8467 -6.3803 0.003 0.004 -0.003
H 7.9518 -0.0257 -3.0173 0.000 -0.001 0.002
H -1.7133 3.2169 4.3588 -0.008 -0.003 -0.002
H -5.3352 3.2847 -2.5471 0.000 0.002 -0.003
H 2.9978 -3.4227 3.6136 -0.002 -0.001 0.005
H -3.4677 6.0954 0.7459 -0.002 0.003 0.007
H -0.0621 -4.1813 -2.4377 0.015 0.002 0.004
H 1.5723 -2.7690 -1.4331 -0.027 0.004 -0.025
H -7.0755 -0.8459 2.0673 0.001 -0.003 0.000
H -0.0250 0.5469 -6.4903 -0.003 -0.006 -0.001
H 1.0536 -0.4779 6.2015 0.000 -0.004 -0.006
H 5.3546 -0.3466 1.7454 -0.003 0.003 -0.001
H 5.2123 3.2042 -2.3769 -0.003 -0.007 -0.002
H -4.9666 1.1750 -1.3586 -0.002 -0.007 -0.004
H -1.2568 -6.6288 -2.5645 -0.012 0.013 -0.011
H 1.2023 5.6384 0.5003 -0.003 0.000 0.002
H 5.8061 -2.4501 -0.7924 -0.003 -0.022 0.012
H -3.7656 -6.1435 1.7531 0.104 -0.002 0.066
H 0.0708 3.4531 0.3498 0.001 -0.001 0.006
H -5.5376 -1.3698 0.2286 -0.001 -0.006 0.008
H -3.0785 -1.8837 -2.5310 -0.013 0.010 -0.015
H 2.6831 6.3969 -1.3424 0.002 0.000 0.000
H -2.6227 -0.3656 4.0207 -0.001 0.023 0.000
H -0.9464 1.4875 -4.4029 0.005 -0.011 -0.005
H -4.1982 1.8670 3.7023 -0.003 -0.001 -0.003
H -3.9693 -2.5371 -1.1646 0.017 -0.007 0.000
H 3.2615 0.3954 0.5990 0.014 0.006 0.025
```
Forces are in eV/Å.

Results
- Calculated total energy: -116929.29875 eV
- Multiplicity: 2
- Frontier orbital gap (spin up / spin down): 3.856 / 4.485 eV
- Net charge: -2